[1]
Molecular formula: C31H62NO16P
Method: DFT, ωB97M-V/def2-TZVPD

Cartesian coordinates (Å):
C 5.74 -0.01 -0.62
N 5.38 -1.43 -0.60
C 4.99 -1.91 -1.92
C 4.40 -1.74 0.38
O 4.29 -2.84 0.74
C 3.52 -0.66 0.99
C 2.19 -1.18 1.46
O 1.68 -0.68 2.37
O 1.68 -2.23 0.80
C 0.28 -2.12 0.50
C -0.61 -2.56 1.67
C 0.10 -3.36 2.76
O 0.66 -4.58 2.33
C 0.03 -3.16 -0.62
O 1.09 -3.18 -1.57
O 1.61 -4.47 -1.60
P -0.08 -0.41 -0.20
C -1.59 0.32 0.55
C -0.47 -0.52 -2.00
H 6.00 0.37 0.37
H 4.90 0.59 -0.98
H 6.56 0.14 -1.31
H 4.39 -2.80 -1.84
H 5.89 -2.20 -2.45
H 4.50 -1.14 -2.53
H 3.41 0.22 0.37
H 4.04 -0.34 1.89
H -1.37 -3.23 1.26
H -1.14 -1.75 2.17
H 0.83 -2.76 3.29
H -0.66 -3.61 3.49
H 1.11 -4.48 1.48
H -0.02 -4.14 -0.15
H -0.94 -3.00 -1.08
H 0.98 -5.03 -2.08
H -1.67 1.38 0.31
H -2.47 -0.23 0.20
H -1.54 0.28 1.63
H 0.36 -0.93 -2.57
H -1.32 -1.18 -2.19
H -0.73 0.45 -2.41
C -6.47 3.49 -0.98
C -5.53 2.37 -0.62
O -4.18 2.84 -0.49
C -3.69 3.34 0.66
C -4.64 3.74 1.76
O -2.50 3.53 0.76
H -6.52 4.24 -0.20
H -7.48 3.11 -1.14
H -6.14 3.99 -1.89
H -5.84 1.84 0.28
H -5.50 1.64 -1.43
H -4.94 4.78 1.61
H -4.11 3.65 2.71
H -5.52 3.11 1.83
C 8.69 5.17 -2.10
C 7.55 4.29 -1.62
O 7.36 3.16 -2.48
C 8.03 2.00 -2.35
C 9.26 1.95 -1.48
O 7.67 1.05 -3.00
H 9.64 4.64 -2.09
H 8.77 6.06 -1.47
H 8.51 5.49 -3.13
H 7.69 3.97 -0.59
H 6.62 4.84 -1.65
H 10.13 2.21 -2.07
H 9.37 0.93 -1.11
H 9.20 2.60 -0.60
C 3.13 -2.05 5.86
C 2.30 -0.79 5.69
O 1.10 -0.84 6.48
C 1.05 -0.45 7.77
C 2.34 -0.23 8.53
O -0.02 -0.35 8.30
H 3.48 -2.16 6.88
H 4.00 -2.02 5.20
H 2.53 -2.93 5.62
H 2.87 0.11 5.90
H 1.96 -0.72 4.66
H 2.64 -1.16 8.99
H 2.15 0.51 9.31
H 3.15 0.16 7.91
C -12.25 4.41 -0.26
C -11.29 3.30 0.11
O -9.95 3.78 0.25
C -9.45 4.29 1.39
C -10.40 4.67 2.50
O -8.27 4.51 1.47
H -12.31 5.17 0.53
H -13.25 4.01 -0.42
H -11.92 4.91 -1.17
H -11.60 2.76 1.01
H -11.25 2.56 -0.69
H -10.72 5.70 2.36
H -9.87 4.59 3.45
H -11.27 4.02 2.58
C 1.51 -5.93 -7.62
C 0.57 -4.74 -7.62
O -0.56 -4.97 -6.78
C -0.57 -4.69 -5.46
C 0.74 -4.42 -4.75
O -1.61 -4.73 -4.86
H 1.94 -6.10 -6.63
H 2.33 -5.77 -8.32
H 0.98 -6.84 -7.90
H 1.07 -3.81 -7.36
H 0.16 -4.61 -8.62
H 1.15 -5.37 -4.39
H 0.54 -3.77 -3.90
H 1.48 -3.92 -5.37

Calculated values
Highest occupied orbital energy: -7.7 eV
DFT total energy: -2818.199164 Eh
SMILES: CN(C)C(=O)CC(=O)O[C@](CCO)(COO)P(C)C.CCOC(C)=O.CCOC(C)=O.CCOC(C)=O.CCOC(C)=O.CCOC(C)=O
HOMO-LUMO gap: 8.23 eV


[2]
Molecular formula: CH5NOS2
Method: DFT, ωB97M-V/def2-TZVPD

Cartesian coordinates (Å):
N 0.88 0.33 1.23
C 1.73 -0.07 0.14
O 1.94 0.38 -1.01
H 0.02 0.87 1.15
H 0.81 -0.40 1.99
H 2.34 -0.89 0.52
S -1.96 0.83 -1.60
S -1.99 -0.96 -0.59
H -0.69 0.64 -2.10
H -3.08 -0.72 0.26

Calculated values
Highest occupied orbital energy: -8.6 eV
ΔE to the lowest compared entry with this formula, charge and spin: 79.6 kJ/mol
DFT total energy: -967.447079 Eh
SMILES: NC=O.SS
HOMO-LUMO gap: 8.82 eV


[3]
Molecular formula: C6H9N
Method: DFT, ωB97M-V/def2-TZVPD

Cartesian coordinates (Å):
C -0.78 -1.29 0.73
C 0.14 -0.92 -0.49
C 1.58 -0.99 -0.24
C 2.00 0.24 0.13
N 0.92 1.12 0.01
C -0.15 0.44 -0.45
C -1.46 1.06 -0.77
H -1.85 -1.18 0.55
H -0.55 -0.62 1.59
H -0.53 -2.29 1.05
H 2.23 -1.85 -0.35
H 2.96 0.61 0.46
H 0.85 2.01 0.48
H -2.13 0.30 -1.19
H -1.27 1.79 -1.56
H -1.96 1.56 0.06

Calculated values
Highest occupied orbital energy: -7.5 eV
ΔE to the lowest compared entry with this formula, charge and spin: 240.9 kJ/mol
DFT total energy: -288.690298 Eh
SMILES: Cc1cc[nH]c1C
HOMO-LUMO gap: 8.46 eV


[4]
Molecular formula: C38H54N7OPbSSeSi3Te
Method: DFT, ωB97M-V/def2-TZVPD

Cartesian coordinates (Å):
Pb -0.61 -0.05 -0.51
C -3.44 -3.09 1.61
C -2.74 -1.86 1.12
N -1.99 -1.84 0.08
N -1.79 -2.98 -0.63
C -1.35 -2.71 -1.85
O -1.14 -1.53 -2.28
C -1.09 -3.86 -2.75
C -1.41 -5.16 -2.36
C -1.14 -6.22 -3.21
C -0.55 -5.99 -4.45
C -0.23 -4.69 -4.84
C -0.50 -3.63 -3.99
C -2.94 -0.57 1.83
C -3.64 -0.50 3.03
C -3.84 0.74 3.61
C -3.32 1.86 3.00
C -2.60 1.70 1.83
N -2.43 0.52 1.25
H -3.31 -3.89 0.90
H -3.01 -3.39 2.57
H -4.50 -2.89 1.76
H -1.86 -5.33 -1.39
H -1.38 -7.23 -2.91
H -0.35 -6.82 -5.11
H 0.23 -4.52 -5.80
H -0.24 -2.62 -4.27
H -4.03 -1.40 3.49
H -4.38 0.82 4.55
H -3.44 2.85 3.42
H -2.12 2.54 1.33
N 3.67 -1.09 -1.61
C 2.36 -0.78 -1.63
S 1.41 -1.62 -0.40
N 1.97 0.05 -2.56
N 0.66 0.39 -2.51
C 0.09 0.90 -3.53
C 0.77 1.11 -4.83
C 1.81 2.01 -4.94
C 2.43 2.21 -6.17
C 2.02 1.49 -7.28
C 0.99 0.57 -7.17
C 0.36 0.38 -5.94
C -1.35 1.25 -3.37
C -2.08 1.79 -4.42
C -3.41 2.11 -4.23
C -3.99 1.89 -2.99
C -3.20 1.36 -1.98
N -1.92 1.06 -2.17
H 4.01 -1.84 -1.03
H 4.23 -0.78 -2.39
H 2.16 2.55 -4.07
H 3.24 2.92 -6.25
H 2.51 1.64 -8.23
H 0.67 0.00 -8.03
H -0.45 -0.34 -5.85
H -1.60 1.96 -5.37
H -3.99 2.53 -5.04
H -5.03 2.12 -2.79
H -3.60 1.17 -0.99
C -0.25 3.11 4.12
Si 1.00 1.94 4.90
C 1.23 2.39 6.71
C 2.63 2.08 4.00
C 0.29 0.18 4.84
Te 0.40 -0.87 2.98
C 2.48 -1.33 3.10
Si 2.82 -3.16 3.41
C 2.01 -4.23 2.10
C 2.13 -3.58 5.11
C 4.68 -3.41 3.37
H 0.09 4.15 4.21
H -1.22 3.03 4.61
H -0.36 2.89 3.06
H 1.56 3.42 6.82
H 1.98 1.75 7.18
H 0.30 2.27 7.28
H 2.96 3.12 3.99
H 2.55 1.75 2.96
H 3.42 1.50 4.48
H -0.77 0.20 5.12
H 0.78 -0.48 5.57
H 2.84 -0.74 3.94
H 2.95 -0.94 2.20
H 0.98 -3.94 1.90
H 2.00 -5.27 2.43
H 2.56 -4.20 1.16
H 1.05 -3.43 5.14
H 2.58 -2.97 5.88
H 2.32 -4.63 5.36
H 5.09 -3.12 2.40
H 4.95 -4.45 3.55
H 5.18 -2.81 4.14
C -0.37 4.26 -2.42
Si -0.14 4.17 -0.57
C -1.70 4.79 0.27
C 1.33 5.20 -0.02
Se 0.56 2.15 0.32
H -0.42 5.31 -2.72
H -1.31 3.79 -2.73
H 0.45 3.79 -2.96
H -1.85 5.84 0.03
H -1.64 4.70 1.35
H -2.59 4.26 -0.08
H 1.14 6.25 -0.23
H 2.24 4.90 -0.55
H 1.52 5.10 1.05

Calculated values
Highest occupied orbital energy: -9.6 eV
Net charge: +1
ΔE to the lowest compared entry with this formula, charge and spin: 131.1 kJ/mol
DFT total energy: -6067.845934 Eh
HOMO-LUMO gap: 5.66 eV


Q: Look up the highest occupied orbital energy of the fourth one.
A: -9.6 eV


Q: Which of these has the highest HOMO-LUMO gap?
A: CH5NOS2


Q: What is the HOMO-LUMO gap in the first record?
A: 8.23 eV